Record 1
Computed, not measured: a 2-piece molecular cluster, C30H50N3O6 overall in a non-equilibrium geometry, with ωB97M-V with the def2-TZVPD basis set.

Geometry as XYZ:
```
89
Properties=species:S:1:pos:R:3:mulliken_charge:R:1
C -3.611 -3.875 0.464 -1.103
C -3.746 -3.088 -0.882 -0.296
C -2.419 -3.060 -1.666 -0.147
O -1.474 -2.190 -1.048 -0.280
C -0.130 -2.435 -1.434 -1.312
C 0.041 -2.819 -2.902 -0.329
C 0.175 -4.130 -3.280 -0.032
C 0.290 -4.435 -4.646 1.267
C 0.398 -5.897 -5.043 0.127
O 0.674 -6.293 -6.145 -0.476
O 0.099 -6.820 -4.062 -0.488
C 0.288 -3.375 -5.573 1.489
N 0.431 -3.672 -6.946 -0.615
C 0.144 -2.053 -5.137 -0.253
C 0.097 -0.843 -6.040 -1.789
C -1.335 -0.279 -6.290 -0.589
C -1.780 0.787 -5.265 -1.044
C -2.305 0.195 -3.916 1.000
C -3.622 0.830 -3.389 -0.964
C -3.596 0.779 -1.825 0.163
C -3.317 2.164 -1.183 -1.416
C -1.831 2.578 -1.228 -0.599
C -0.984 1.990 -0.044 -0.152
C -0.289 3.150 0.731 -0.852
C 0.936 2.560 1.471 -0.369
C 1.780 3.670 2.138 -0.746
N 3.137 3.198 2.428 0.292
C 4.024 2.753 1.509 -0.267
C 5.197 2.349 2.093 -0.665
C 4.980 2.627 3.495 -0.584
C 3.722 3.131 3.661 -0.437
N 0.041 -1.849 -3.821 0.187
H -4.321 -4.710 0.433 0.302
H -2.585 -4.258 0.525 0.274
H -3.845 -3.195 1.289 0.343
H -4.162 -2.078 -0.771 0.072
H -4.440 -3.627 -1.549 0.402
H -2.030 -4.092 -1.633 0.524
H -2.683 -2.755 -2.697 -0.072
H 0.387 -1.467 -1.301 0.432
H 0.382 -3.141 -0.763 0.349
H 0.181 -4.877 -2.493 0.125
H 0.684 -6.708 -3.300 0.367
H -0.140 -4.500 -7.117 0.275
H -0.040 -2.932 -7.464 0.275
H 0.783 -0.057 -5.689 0.496
H 0.496 -1.145 -7.019 0.416
H -2.078 -1.083 -6.415 0.392
H -1.292 0.217 -7.273 0.425
H -0.929 1.460 -5.076 0.289
H -2.583 1.408 -5.686 0.504
H -2.387 -0.898 -4.006 0.101
H -1.534 0.407 -3.150 -0.640
H -3.770 1.860 -3.735 0.519
H -4.444 0.178 -3.720 0.291
H -4.527 0.354 -1.421 0.535
H -2.795 0.107 -1.466 -0.295
H -3.951 2.917 -1.675 0.464
H -3.645 2.100 -0.132 0.464
H -1.342 2.296 -2.173 0.121
H -1.805 3.676 -1.165 0.554
H -0.221 1.306 -0.453 -0.101
H -1.648 1.407 0.609 0.455
H -1.011 3.561 1.452 0.199
H 0.000 3.927 0.011 0.501
H 1.585 2.093 0.717 0.289
H 0.607 1.790 2.181 0.242
H 1.343 4.031 3.075 0.297
H 1.905 4.512 1.439 0.280
H 3.744 2.729 0.457 0.354
H 6.077 1.951 1.607 0.415
H 5.705 2.445 4.282 0.403
H 3.256 3.446 4.589 0.455
H -0.048 -0.904 -3.448 0.186
C 2.269 3.183 10.726 -1.082
C 3.586 2.520 10.375 -0.169
O 3.386 1.272 9.695 -0.364
C 3.016 1.365 8.420 0.782
O 2.847 2.381 7.797 -0.555
O 2.849 0.126 7.947 -0.339
C 2.351 0.084 6.611 -0.534
H 1.638 2.502 11.298 0.293
H 2.440 4.086 11.311 0.353
H 1.714 3.457 9.829 0.305
H 4.124 2.280 11.291 0.294
H 4.225 3.177 9.784 0.299
H 2.979 0.668 5.939 0.192
H 1.324 0.449 6.586 0.278
H 2.361 -0.954 6.287 0.248
```

Results
**LUMO**: -4.8 eV
**Total charge**: +1
**E_tot**: -1788.57545 Eh
**M**: 548.75 g mol⁻¹
**HOMO**: -9.6553 eV



Record 2
Computed, not measured: a 2-piece molecular cluster, C35H29BF4O4 overall in a non-equilibrium geometry, with ωB97M-V with the def2-TZVPD basis set.

Geometry as XYZ:
```
73
Properties=species:S:1:pos:R:3:mulliken_charge:R:1
F 2.742 -0.592 -3.582 -0.318
C 2.631 0.501 -2.752 0.147
C 2.644 1.769 -3.346 -0.758
C 2.516 2.866 -2.492 0.249
F 2.446 4.120 -3.058 -0.312
C 2.368 2.737 -1.124 -0.584
C 2.244 1.442 -0.563 1.116
C 1.749 1.227 0.751 0.685
C 0.894 0.123 1.014 -1.307
C -0.477 0.223 1.150 -0.401
C -1.332 -0.904 1.437 0.660
C -2.540 -0.822 2.190 -0.982
C -3.195 -1.989 2.564 0.540
F -4.325 -1.895 3.348 -0.312
C -2.784 -3.260 2.167 -0.865
C -1.665 -3.308 1.339 0.510
F -1.286 -4.529 0.834 -0.314
C -0.936 -2.185 0.972 -1.041
C 2.465 0.310 -1.392 -0.541
H 2.767 1.897 -4.413 0.512
H 2.261 3.609 -0.490 0.547
H 1.831 2.022 1.477 0.216
H 1.358 -0.880 1.050 0.577
H -0.929 1.219 1.026 0.773
H -2.934 0.148 2.498 0.661
H -3.329 -4.153 2.452 0.479
H -0.074 -2.268 0.313 0.615
H 2.439 -0.695 -0.973 0.495
C 5.827 5.994 6.048 -1.291
C 5.600 4.638 5.595 0.445
C 6.117 3.416 5.930 -1.275
C 5.445 2.453 5.116 -0.552
C 4.528 3.121 4.343 0.846
B 3.428 2.612 3.269 -0.619
C 3.638 1.070 3.150 0.943
C 4.307 0.280 2.252 -0.338
C 4.327 -1.057 2.776 -1.428
C 3.627 -1.012 3.958 0.637
C 3.392 -1.956 5.032 -1.402
O 3.138 0.263 4.151 -0.584
C 2.020 2.769 3.961 0.826
C 1.614 3.381 5.118 -0.876
C 0.214 3.147 5.290 -1.338
C -0.182 2.410 4.205 0.515
C -1.451 1.938 3.715 -1.101
O 0.921 2.130 3.439 0.073
C 4.026 3.550 2.155 1.804
C 3.423 4.520 1.397 -1.408
C 4.448 5.220 0.666 -1.233
C 5.632 4.608 1.006 0.357
C 7.029 4.873 0.695 -1.364
O 5.372 3.558 1.871 -0.575
O 4.653 4.458 4.613 -0.482
H 6.641 6.003 6.781 0.361
H 6.111 6.652 5.216 0.261
H 4.926 6.408 6.524 0.257
H 6.900 3.211 6.647 0.451
H 5.641 1.387 5.094 0.562
H 4.754 0.634 1.326 0.817
H 4.792 -1.926 2.318 0.452
H 3.578 -2.973 4.673 0.388
H 4.077 -1.756 5.872 0.270
H 2.362 -1.888 5.400 0.306
H 2.258 3.904 5.820 0.546
H -0.409 3.482 6.112 0.409
H -2.250 2.283 4.382 0.334
H -1.641 2.300 2.693 0.261
H -1.484 0.844 3.692 0.250
H 2.361 4.731 1.401 1.086
H 4.310 6.080 0.013 0.448
H 7.100 5.634 -0.093 0.377
H 7.561 5.264 1.578 0.250
H 7.533 3.951 0.371 0.287
```

Results
**LUMO**: -3.1 eV
**Total charge**: 0
**E_tot**: -2076.19433 Eh
**M**: 600.42 g mol⁻¹
**HOMO**: -6.7530 eV



Record 3
Computed, not measured: C38H33Cl2N4O2PSSe2W as an isolated structure in a non-equilibrium geometry, with ωB97M-V with the def2-TZVPD basis set.

Geometry as XYZ:
```
84
Properties=species:S:1:pos:R:3:mulliken_spin:R:1
W -0.173 -0.681 0.003 1.654
N -0.957 -2.493 3.847 0.006
C -0.461 -2.156 2.668 0.017
O -1.031 -1.289 1.971 -0.010
C 0.774 -2.799 2.132 0.029
C 0.789 -2.583 0.614 -0.011
H -1.789 -2.035 4.187 0.000
H -0.518 -3.187 4.429 0.000
H 0.824 -3.853 2.412 -0.002
H 1.631 -2.310 2.603 -0.002
H 0.249 -3.413 0.147 -0.010
H 1.826 -2.674 0.283 0.022
Cl -1.115 1.410 -1.373 0.010
C -2.117 0.780 -2.644 0.003
C -2.963 1.653 -3.301 -0.007
C -3.752 1.161 -4.329 0.002
C -3.684 -0.178 -4.682 0.000
C -2.838 -1.036 -3.999 0.007
Cl -2.774 -2.702 -4.438 0.000
C -2.029 -0.570 -2.955 0.048
S -0.889 -1.663 -2.192 -0.029
H -2.998 2.696 -3.016 0.000
H -4.422 1.829 -4.852 0.000
H -4.286 -0.566 -5.492 0.000
O 0.891 0.247 2.480 0.008
N 1.449 0.086 1.208 -0.022
C 2.709 0.333 1.182 0.053
C 3.676 0.256 0.117 0.024
C 4.992 0.546 0.509 0.018
C 6.026 0.531 -0.401 -0.007
C 5.756 0.228 -1.727 0.015
C 4.459 -0.067 -2.122 -0.008
C 3.403 -0.063 -1.217 -0.019
P 1.712 -0.435 -1.832 0.067
C 1.463 0.967 -2.969 -0.012
C 1.995 2.215 -2.646 0.010
C 1.747 3.312 -3.455 0.000
C 0.970 3.173 -4.597 -0.001
C 0.454 1.929 -4.933 0.001
C 0.689 0.830 -4.121 0.003
C 2.076 -1.848 -2.951 -0.024
C 1.902 -3.158 -2.507 0.001
C 2.192 -4.232 -3.330 -0.001
C 2.658 -4.015 -4.619 0.000
C 2.844 -2.718 -5.068 0.000
C 2.557 -1.640 -4.243 -0.003
H 1.579 0.568 3.086 -0.001
H 3.145 0.645 2.131 -0.006
H 5.195 0.782 1.547 0.001
H 7.034 0.757 -0.082 0.000
H 6.555 0.218 -2.456 0.000
H 4.274 -0.312 -3.156 0.002
H 2.627 2.327 -1.772 0.000
H 2.170 4.275 -3.198 0.000
H 0.781 4.029 -5.231 0.000
H -0.130 1.807 -5.836 0.000
H 0.285 -0.135 -4.395 -0.001
H 1.518 -3.348 -1.520 -0.005
H 2.046 -5.241 -2.968 0.000
H 2.870 -4.854 -5.267 0.000
H 3.206 -2.539 -6.071 0.000
H 2.696 -0.641 -4.631 0.000
Se -3.567 1.680 0.626 0.000
Se -2.593 1.462 2.698 0.006
C -0.946 2.444 2.455 0.009
C -0.675 3.501 3.313 -0.001
C 0.482 4.235 3.106 -0.001
C 1.317 3.884 2.057 0.006
C 0.973 2.792 1.280 0.031
N -0.128 2.065 1.481 0.067
C -3.579 -0.137 -0.048 -0.008
C -4.822 -0.529 -0.543 -0.007
C -5.067 -1.861 -0.797 0.001
C -4.073 -2.782 -0.480 0.005
C -2.854 -2.307 -0.064 0.022
N -2.565 -0.997 0.081 0.073
H -1.367 3.745 4.108 0.001
H 0.715 5.079 3.742 0.000
H 2.213 4.449 1.842 0.000
H 1.604 2.476 0.454 -0.019
H -5.593 0.221 -0.665 0.000
H -6.028 -2.183 -1.174 0.000
H -4.236 -3.846 -0.570 0.000
H -2.050 -2.997 0.150 -0.007
```

Results
**Spin multiplicity**: 3
**LUMO (alpha / beta)**: -5.7 / -6.3 eV
**Total charge**: +2
**Relative energy (zero: lowest compared OMol25 entry of this formula, charge and spin)**: 1.523 eV
**E_tot**: -8366.70766 Eh
**M**: 1053.42 g mol⁻¹
**HOMO (alpha / beta)**: -12.7023 / -12.7662 eV



Record 4
Computed, not measured: C3H4NS as an isolated structure in a non-equilibrium geometry, with ωB97M-V with the def2-TZVPD basis set.

Geometry as XYZ:
```
9
Properties=species:S:1:pos:R:3:nbo_charge:R:1
C 0.121 1.137 -0.070 0.340
C 1.376 1.145 0.133 -0.389
C 0.636 -1.388 -0.023 -0.486
N -1.153 0.961 -0.169 -0.763
S 1.931 -0.489 -0.064 0.895
H 0.872 -2.379 0.172 0.249
H -0.412 -1.369 0.186 0.263
H -1.808 0.928 0.737 0.458
H -1.564 1.454 -0.901 0.434
```

Results
**LUMO**: -6.6 eV
**Total charge**: +1
**Relative energy (zero: lowest compared OMol25 entry of this formula, charge and spin)**: 3.681 eV
**E_tot**: -569.21225 Eh
**M**: 86.14 g mol⁻¹
**HOMO**: -14.9795 eV



Record 5
Computed, not measured: C4H16B2CsO2S as an isolated structure in a non-equilibrium geometry, with ωB97M-V with the def2-TZVPD basis set.

Geometry as XYZ:
```
26
Properties=species:S:1:pos:R:3:mulliken_charge:R:1
Cs 0.027 3.167 -1.151 0.877
B 3.253 5.127 1.648 -0.039
H 3.077 4.519 2.522 -0.176
H 3.516 4.391 0.905 -0.222
H 2.340 5.620 1.352 -0.260
H 4.038 5.843 1.836 -0.239
B 3.167 3.797 -4.702 -0.073
H 3.530 3.072 -3.989 -0.212
H 3.195 4.790 -4.282 -0.170
H 3.740 3.835 -5.615 -0.239
H 2.125 3.559 -4.857 -0.249
C -1.742 -4.331 0.460 -0.581
C -2.899 -3.357 0.049 -0.624
C -3.323 -2.578 1.252 -0.620
S -1.772 -2.031 1.967 1.015
O -1.875 -2.005 3.429 -0.660
O -1.277 -0.851 1.267 -0.608
C -0.876 -3.587 1.501 -0.616
H -1.243 -4.708 -0.433 0.313
H -2.257 -5.154 0.955 0.295
H -3.827 -3.779 -0.335 0.339
H -2.408 -2.752 -0.713 0.300
H -3.758 -3.295 1.949 0.311
H -4.095 -1.815 1.149 0.414
H -0.845 -4.094 2.466 0.307
H 0.187 -3.382 1.371 0.418
```

Results
**LUMO**: 1.0 eV
**Total charge**: -1
**Relative energy (zero: lowest compared OMol25 entry of this formula, charge and spin)**: 4.457 eV
**E_tot**: -780.28476 Eh
**M**: 282.77 g mol⁻¹
**HOMO**: -4.6598 eV



Record 6
Computed, not measured: a 2-piece molecular cluster, C21H27N2 overall in a non-equilibrium geometry, with ωB97M-V with the def2-TZVPD basis set.

Geometry as XYZ:
```
50
Properties=species:S:1:pos:R:3:nbo_charge:R:1
C -1.217 -2.036 2.223 -0.730
C 0.047 -1.408 1.839 0.303
N 0.277 -0.113 2.053 -0.272
C 1.560 0.481 2.101 0.081
C 2.783 -0.157 2.135 -0.189
C 3.929 0.651 2.216 -0.187
C 3.807 2.052 2.252 -0.166
C 2.554 2.684 2.245 -0.194
C 1.413 1.882 2.175 0.031
C -0.003 2.164 2.194 -0.071
C -0.692 0.925 2.157 0.159
C -2.074 0.862 2.150 -0.221
C -2.790 2.071 2.185 -0.188
C -2.119 3.304 2.216 -0.163
C -0.719 3.361 2.230 -0.165
H -1.021 -3.111 2.311 0.269
H -1.658 -1.697 3.171 0.273
H -1.960 -1.912 1.423 0.281
H 0.925 -2.011 1.619 0.238
H 2.831 -1.242 2.108 0.223
H 4.914 0.188 2.256 0.242
H 4.715 2.657 2.295 0.240
H 2.443 3.768 2.306 0.237
H -2.591 -0.090 2.134 0.230
H -3.879 2.038 2.200 0.241
H -2.708 4.224 2.238 0.241
H -0.177 4.305 2.278 0.236
C 0.050 0.466 -4.324 -0.610
C -0.473 0.233 -2.913 -0.220
C -0.027 1.344 -1.976 -0.609
C -0.033 -1.160 -2.427 -0.022
C -0.489 -2.317 -3.361 -0.404
C -0.801 -3.494 -2.430 -0.411
C -0.962 -2.881 -1.025 -0.200
N -0.537 -1.528 -1.152 -0.664
H 1.148 0.417 -4.335 0.205
H -0.336 -0.273 -5.035 0.217
H -0.250 1.457 -4.681 0.217
H -1.573 0.216 -2.940 0.198
H 1.067 1.353 -1.867 0.203
H -0.337 2.310 -2.393 0.223
H -0.484 1.262 -0.984 0.187
H 1.079 -1.138 -2.405 0.155
H -1.404 -2.020 -3.891 0.209
H 0.276 -2.548 -4.107 0.228
H -1.708 -4.019 -2.739 0.225
H 0.031 -4.205 -2.416 0.212
H -2.016 -2.924 -0.706 0.169
H -0.394 -3.438 -0.263 0.153
H -0.419 -0.947 -0.340 0.360
```

Results
**LUMO**: -5.1 eV
**Total charge**: +1
**Relative energy (zero: lowest compared OMol25 entry of this formula, charge and spin)**: 0.688 eV
**E_tot**: -925.66904 Eh
**M**: 307.46 g mol⁻¹
**HOMO**: -10.8503 eV